1.
Below is 8 unconnected molecules or ions with the total composition C22H46O8 at a distorted geometry, with properties calculated with the ωB97M-V functional and the def2-TZVPD basis.

XYZ file:
```
76
C22H46O8 the ωB97M-V functional and the def2-TZVPD basis
C -12.5616 -27.6736 -24.7188
C -12.7001 -28.8499 -23.7769
O -13.8054 -29.3208 -23.5137
C -11.4479 -29.5007 -23.2476
H -13.4814 -27.1204 -24.9089
H -12.2964 -27.8954 -25.7525
H -11.8495 -26.9989 -24.2436
H -11.6050 -30.4404 -22.7180
H -10.7795 -28.8562 -22.6767
H -10.9403 -29.7777 -24.1716
C -9.4628 -28.5669 -28.9358
C -9.2911 -27.9613 -27.5838
O -9.3176 -28.5491 -26.4756
C -8.9728 -26.4592 -27.6010
H -9.9831 -29.5217 -28.8599
H -8.4606 -28.8630 -29.2456
H -9.9171 -27.9704 -29.7270
H -9.9820 -26.0474 -27.5999
H -8.3781 -26.1279 -28.4523
H -8.5352 -26.1159 -26.6636
C -14.4563 -25.9829 -21.2643
C -13.7518 -24.9238 -22.0567
O -12.5117 -24.9126 -22.0977
C -14.5261 -23.8807 -22.8034
H -13.7843 -26.6069 -20.6751
H -15.1734 -26.5310 -21.8753
H -15.0478 -25.5369 -20.4647
H -15.2004 -24.3348 -23.5295
H -13.7605 -23.2590 -23.2674
H -15.0596 -23.2217 -22.1184
C -11.1093 -22.2931 -20.2376
C -9.7095 -22.9494 -20.1245
O -9.3697 -23.7367 -19.2241
C -8.8012 -22.4446 -21.1480
H -11.3191 -21.7856 -19.2960
H -11.8162 -23.1111 -20.3763
H -11.1981 -21.6266 -21.0955
H -8.7391 -21.3696 -20.9784
H -9.0871 -22.8031 -22.1368
H -7.7812 -22.7831 -20.9659
C -15.3976 -25.5125 -29.0378
C -14.6586 -26.0301 -27.8218
O -13.4099 -25.9446 -27.6977
C -15.5388 -26.6074 -26.6838
H -14.7207 -25.1243 -29.7988
H -16.1009 -24.7541 -28.6939
H -15.9374 -26.3378 -29.5021
H -16.5242 -26.8435 -27.0855
H -15.6441 -25.9390 -25.8293
H -15.0044 -27.5021 -26.3644
C -8.8514 -20.3170 -27.4016
C -9.6754 -21.3920 -28.0815
O -9.1744 -22.3291 -28.6912
C -11.1651 -21.1981 -28.0848
H -8.8570 -20.2863 -26.3120
H -9.1267 -19.3407 -27.8003
H -7.8020 -20.5038 -27.6301
H -11.5250 -21.9690 -28.7662
H -11.4121 -20.2216 -28.5013
H -11.5669 -21.4216 -27.0965
C -11.0840 -19.9458 -23.5304
C -11.4978 -18.8143 -24.5107
O -11.7810 -19.0298 -25.6893
C -11.4479 -17.3936 -23.9792
H -11.9476 -20.0070 -22.8682
H -10.1552 -19.6852 -23.0229
H -11.0302 -20.9052 -24.0451
H -12.2024 -17.2560 -23.2047
H -11.5902 -16.6384 -24.7522
H -10.4393 -17.2358 -23.5972
C -11.5556 -23.8116 -25.4082
O -10.9502 -23.8882 -24.1524
H -12.1560 -22.9094 -25.5253
H -10.8033 -23.5919 -26.1658
H -12.0724 -24.7547 -25.5858
H -11.5404 -24.2921 -23.5120
```

energy above the lowest of the compared OMol25 structures with the same formula, charge and spin = 101.44 kJ/mol
LUMO energy = 0.319 eV
electronic energy = -39938.05841 eV
HOMO-LUMO gap = 9.63 eV

How positive or negative is each atom? The Mulliken charges in e answer that:
1. C -0.402
2. C 0.547
3. O -0.604
4. C -1.116
5. H -0.218
6. H 0.571
7. H 0.272
8. H 0.357
9. H 0.290
10. H 0.279
11. C -1.237
12. C 0.823
13. O -0.606
14. C -0.737
15. H 0.353
16. H 0.349
17. H 0.332
18. H 0.049
19. H 0.372
20. H 0.317
21. C -1.394
22. C 1.012
23. O -0.629
24. C -0.845
25. H 0.304
26. H 0.325
27. H 0.450
28. H 0.219
29. H 0.093
30. H 0.369
31. C -0.200
32. C 0.768
33. O -0.623
34. C -0.870
35. H 0.422
36. H -0.075
37. H -0.181
38. H 0.307
39. H 0.139
40. H 0.328
41. C -1.369
42. C 0.903
43. O -0.489
44. C -0.788
45. H 0.300
46. H 0.356
47. H 0.375
48. H 0.355
49. H 0.066
50. H 0.324
51. C -1.145
52. C 0.973
53. O -0.603
54. C -0.878
55. H 0.179
56. H 0.333
57. H 0.383
58. H 0.312
59. H 0.451
60. H 0.008
61. C -0.753
62. C 0.642
63. O -0.529
64. C -1.250
65. H 0.413
66. H 0.396
67. H 0.058
68. H 0.325
69. H 0.338
70. H 0.334
71. C -0.099
72. O -0.428
73. H 0.120
74. H 0.130
75. H -0.024
76. H 0.369

2.
Below is 3 unconnected molecules or ions with the total composition C22H47BN4 at a distorted geometry, with properties calculated with the ωB97M-V functional and the def2-TZVPD basis.

XYZ file:
```
74
C22H47BN4 the ωB97M-V functional and the def2-TZVPD basis
C 3.5849 1.1203 3.7512
C 3.4448 -0.2913 3.1949
C 2.7069 -1.2824 4.0974
C 1.3204 -0.8209 4.5484
C 0.7260 -1.7614 5.6345
B 0.2918 -0.6627 3.3548
N 0.2460 -1.6361 2.3229
C -0.6701 0.5745 3.3472
C -1.9319 0.5454 3.9200
C -2.7512 1.6558 3.8895
N -2.3821 2.8119 3.3473
C -1.1617 2.8551 2.8338
C -0.2789 1.7939 2.7918
H 4.3825 1.1612 4.4858
H 2.6709 1.5111 4.1790
H 3.8679 1.7987 2.9533
H 4.4447 -0.6848 3.0492
H 2.9473 -0.2641 2.2282
H 3.3100 -1.4985 4.9755
H 2.5808 -2.1952 3.5196
H 1.4223 0.1552 5.0093
H 1.4214 -2.5668 5.8402
H -0.2273 -2.1746 5.3190
H 0.5614 -1.2252 6.5584
H -0.6705 -1.7919 1.9242
H 0.6126 -2.5252 2.6389
H -2.2920 -0.3565 4.3914
H -3.7385 1.5962 4.3181
H -0.8447 3.8033 2.4267
H 0.6945 1.8997 2.3471
C -3.0254 -1.9576 -1.3947
C -2.2412 -2.6061 -2.5254
N -0.8619 -2.1566 -2.6410
C -0.2273 -2.6129 -3.8646
C -0.0175 -4.1203 -4.0581
C -0.0576 -2.2639 -1.4341
C 0.0465 -3.6430 -0.7718
H -3.0305 -0.8747 -1.4919
H -4.0589 -2.3047 -1.4236
H -2.6249 -2.2149 -0.4127
H -2.7431 -2.3638 -3.4663
H -2.3139 -3.6998 -2.4103
H 0.7367 -2.1054 -3.9579
H -0.8318 -2.2426 -4.6991
H 0.8077 -4.4992 -3.4570
H 0.2273 -4.3240 -5.1022
H -0.9118 -4.6946 -3.8158
H -0.4610 -1.5727 -0.6917
H 0.9409 -1.8782 -1.6536
H -0.9232 -4.1433 -0.7474
H 0.3794 -3.5281 0.2610
H 0.7564 -4.3060 -1.2636
C -0.1258 1.5330 -0.7255
C -0.4552 2.8133 -1.4740
N 0.5153 3.1279 -2.5059
C 0.3550 4.4607 -3.0578
C -0.9290 4.7774 -3.8362
C 0.7698 2.0672 -3.4674
C -0.4133 1.5353 -4.2883
H 0.8714 1.5827 -0.2839
H -0.8469 1.3778 0.0784
H -0.1696 0.6622 -1.3747
H -0.4614 3.6407 -0.7586
H -1.4837 2.7366 -1.8645
H 1.2176 4.6715 -3.6957
H 0.4313 5.1662 -2.2244
H -0.9234 4.3362 -4.8319
H -1.0216 5.8576 -3.9650
H -1.8218 4.4346 -3.3130
H 1.2125 1.2245 -2.9313
H 1.5548 2.4098 -4.1464
H -1.3073 1.3996 -3.6786
H -0.1557 0.5617 -4.7102
H -0.6658 2.1914 -5.1205
```

LUMO energy = 0.450 eV
electronic energy = -30213.95988 eV
HOMO-LUMO gap = 8.44 eV

How positive or negative is each atom? The Mulliken charges in e answer that:
1. C -1.307
2. C -0.260
3. C -1.084
4. C 0.705
5. C -1.530
6. B 0.069
7. N -0.223
8. C 0.776
9. C -0.616
10. C -0.352
11. N -0.664
12. C -0.395
13. C -0.597
14. H 0.356
15. H 0.289
16. H 0.365
17. H 0.455
18. H 0.172
19. H 0.524
20. H 0.267
21. H 0.125
22. H 0.428
23. H 0.266
24. H 0.327
25. H 0.147
26. H 0.177
27. H 0.336
28. H 0.388
29. H 0.409
30. H 0.491
31. C -1.283
32. C -0.476
33. N 0.643
34. C -0.711
35. C -1.217
36. C -0.470
37. C -1.265
38. H 0.250
39. H 0.448
40. H 0.215
41. H 0.490
42. H 0.277
43. H 0.315
44. H 0.484
45. H 0.265
46. H 0.426
47. H 0.273
48. H -0.074
49. H 0.539
50. H 0.241
51. H 0.312
52. H 0.348
53. C -0.526
54. C -0.629
55. N 0.102
56. C -0.724
57. C -0.976
58. C -0.740
59. C -0.851
60. H 0.230
61. H 0.277
62. H -0.183
63. H 0.514
64. H 0.207
65. H 0.371
66. H 0.421
67. H 0.233
68. H 0.398
69. H 0.272
70. H 0.347
71. H 0.361
72. H 0.196
73. H 0.277
74. H 0.350

no.,E_HOMO (hartree)
1,-0.3422
2,-0.2936